Formula: C15H25BO2
Source: the OMol25 dataset
Level of theory: ωB97M-V/def2-TZVPD

```
43
Properties=species:S:1:pos:R:3:forces:R:3
C 4.8496 -2.6654 -0.5930 0.68 -0.35 -0.76
C 4.7757 -1.3002 0.0041 0.82 0.80 1.31
C 3.4089 -0.6377 -0.0486 -0.78 -0.05 0.39
C 3.2178 0.4557 1.0393 0.49 -0.30 -0.64
C 1.7640 0.8669 1.2631 -0.11 -0.81 -0.43
C 1.0194 1.2362 -0.0237 0.18 0.46 0.23
C -0.3495 1.8540 0.2223 -0.57 0.02 0.99
C -1.2312 1.9690 -1.0208 -0.37 -0.14 -0.33
C -1.6370 0.5576 -1.5177 -0.18 0.16 -1.02
C -2.3152 -0.2801 -0.4737 0.76 -0.93 -0.62
C -1.7320 -1.4692 -0.0318 -0.58 0.44 0.64
C -2.4121 -2.2451 0.9034 -0.28 -0.03 0.44
C -3.7037 -1.9014 1.3091 0.63 0.66 -0.05
C -4.2354 -0.6990 0.8774 0.03 -0.43 0.17
C -3.5569 0.0982 -0.0134 0.03 0.64 -0.87
B -4.2153 1.3649 -0.6579 -0.49 -0.80 0.71
O -4.3366 1.4088 -2.0504 -0.71 1.29 1.80
O -4.7760 2.2650 0.2476 0.08 -0.11 -0.79
H 5.8815 -3.0278 -0.6719 -0.09 0.14 0.09
H 4.4571 -2.6676 -1.6020 -0.27 -0.15 -0.29
H 4.3245 -3.3840 0.0083 -0.48 -0.37 0.20
H 5.5082 -0.6232 -0.4538 -0.01 -0.14 -0.01
H 5.1175 -1.4102 1.0724 -0.43 0.33 -0.78
H 2.6398 -1.4167 0.1123 0.15 0.18 0.02
H 3.1944 -0.2285 -1.0574 0.24 -0.17 0.46
H 3.7886 1.3407 0.7272 -0.03 -0.03 0.05
H 3.7106 0.1031 1.9645 -0.45 0.14 -0.23
H 1.7499 1.6856 1.9528 -0.11 0.72 0.43
H 1.2086 0.0608 1.7580 0.09 -0.07 -0.04
H 0.9292 0.3908 -0.6798 -0.02 -0.67 -0.16
H 1.6237 1.9485 -0.5895 0.09 0.19 -0.06
H -0.9122 1.2789 1.0092 0.51 0.28 -0.68
H -0.1768 2.8263 0.6865 -0.13 0.22 -0.09
H -0.6906 2.4863 -1.8369 -0.22 -0.15 0.34
H -2.1695 2.5703 -0.8402 1.02 -0.46 0.06
H -2.3386 0.6517 -2.3822 0.72 -0.01 0.63
H -0.7772 -0.0001 -1.9016 0.07 0.22 0.11
H -0.7460 -1.7276 -0.3718 0.30 -0.18 -0.02
H -1.9329 -3.0543 1.4409 0.08 -0.30 -0.48
H -4.2662 -2.4691 2.0216 0.02 -0.44 0.28
H -5.1813 -0.3724 1.2493 -0.71 0.02 0.15
H -4.8643 2.2077 -2.2067 0.06 -0.11 -0.56
H -4.6122 1.9527 1.1554 -0.05 0.28 -0.61
```
Forces are in eV/Å.

Calculated values
Orbital gap ... 9.529 eV
SMILES ... CCCCCCCCCc1ccccc1B(O)O
Relative energy (zero: lowest compared OMol25 entry of this formula, charge and spin) ... 4.1 kcal per mole


Formula: C15H25BaN9O3Se
Source: the OMol25 dataset
Level of theory: ωB97M-V/def2-TZVPD

```
54
Properties=species:S:1:pos:R:3:forces:R:3
Ba -0.9838 0.0840 0.7627 -0.98 -0.74 0.47
C -3.5809 -3.5827 5.0405 0.02 -0.02 0.02
N -3.1680 -2.2769 4.5390 -0.02 -0.14 -0.10
C -3.4835 -1.0867 5.3151 0.03 0.04 -0.04
C -2.5723 -2.1165 3.3309 -0.06 0.21 0.21
N -2.2084 -0.9810 2.8380 -0.07 -0.13 0.17
N -2.3746 -3.2907 2.6222 -0.14 -0.26 0.19
C -1.6153 -3.5404 1.4998 0.26 -0.10 -0.45
N -1.5510 -4.8659 1.2042 -0.09 -0.01 0.11
N -1.0445 -2.6261 0.7849 -0.15 -0.17 0.23
H -3.9937 -3.4555 6.0351 -0.01 -0.03 0.00
H -2.7327 -4.2655 5.1295 -0.01 0.00 0.01
H -4.3611 -4.0349 4.4207 -0.01 0.01 0.02
H -3.9307 -1.3842 6.2573 0.00 -0.02 -0.01
H -4.1950 -0.4446 4.7890 0.02 0.00 0.00
H -2.5785 -0.5170 5.5410 -0.02 0.01 0.02
H -2.3869 -0.2326 3.4935 -0.03 0.07 0.10
H -2.8047 -4.1056 3.0252 0.02 0.03 -0.05
H -1.8706 -5.5764 1.8385 0.02 0.00 -0.01
H -1.0277 -5.1770 0.4060 0.00 0.02 0.00
H -0.5138 -3.0732 0.0427 0.00 -0.03 0.00
O 1.6106 1.7348 -1.2452 0.16 0.30 0.04
O 0.7812 1.0823 -0.2933 0.90 0.17 -0.71
N -1.4395 3.5067 4.2717 -0.05 0.06 -0.01
C -0.3105 2.9263 4.7850 0.12 -0.14 -0.06
C 0.0318 1.9506 3.8959 0.05 0.13 0.22
N -0.8658 1.9332 2.8552 -0.13 -0.03 -0.06
C -1.7375 2.8836 3.1145 -0.02 0.06 0.06
H -1.9478 4.2759 4.6769 0.01 -0.01 0.00
H 0.1433 3.2530 5.7027 0.00 0.01 0.02
H 0.8706 1.2767 3.9380 0.01 0.00 0.02
H -2.5859 3.1522 2.5064 0.00 0.01 -0.01
O -1.2923 2.6327 -0.3119 0.07 0.19 0.10
H -0.3936 2.2612 -0.1150 0.20 0.51 -0.32
H -1.2501 3.5550 -0.0352 -0.16 -0.01 -0.05
C 0.9169 2.1739 -5.9793 -0.13 0.13 -0.08
N 1.9766 1.5866 -5.1789 -0.11 0.01 0.26
C 1.9757 1.5063 -3.8480 0.27 -0.19 -0.14
Se 0.6238 2.1275 -2.7042 -0.07 0.10 -0.05
N 3.1201 0.9575 -3.4306 -0.25 0.10 0.13
C 3.9176 0.6690 -4.5316 -0.08 0.08 -0.54
C 5.1801 0.1082 -4.6558 -0.01 0.00 0.06
C 5.6741 -0.0260 -5.9401 0.05 -0.03 0.08
C 4.9425 0.3822 -7.0589 -0.07 0.04 -0.06
C 3.6845 0.9418 -6.9391 -0.05 0.02 -0.03
C 3.1842 1.0762 -5.6526 0.44 -0.21 0.19
H -0.0515 1.9352 -5.5396 0.02 0.00 0.00
H 0.9456 1.7505 -6.9791 0.02 -0.03 0.02
H 1.0406 3.2550 -6.0412 0.00 -0.02 -0.01
H 3.3242 0.8184 -2.4509 0.00 0.01 0.00
H 5.7507 -0.2046 -3.7929 0.02 -0.01 0.00
H 6.6549 -0.4550 -6.0883 0.01 -0.01 0.03
H 5.3744 0.2602 -8.0422 -0.01 0.00 0.00
H 3.1282 1.2622 -7.8084 0.00 0.00 -0.01
```
Forces are in eV/Å.

Calculated values
Net charge ... +2
Orbital gap ... 8.646 eV
Relative energy (zero: lowest compared OMol25 entry of this formula, charge and spin) ... 15.8 kcal per mole


Formula: C15H25BeCl4LiN2O8S
Source: the OMol25 dataset
Level of theory: ωB97M-V/def2-TZVPD

```
57
Properties=species:S:1:pos:R:3:forces:R:3
O -2.1090 -2.8593 2.1021 -0.19 -0.16 -0.17
N -2.6505 -2.9842 1.0848 0.29 -0.12 0.27
O -3.2781 -1.7609 0.7201 0.15 0.48 -0.30
C -3.8123 -1.8567 -0.6020 -0.12 -0.25 0.57
N -4.2523 -0.5326 -1.0353 0.54 -0.66 -0.83
C -3.4415 0.0810 -2.0109 -0.18 0.24 -0.72
O -3.8722 0.2837 -3.1521 -0.80 -1.51 0.79
O -2.2002 0.4493 -1.7683 -0.96 0.11 0.90
C -1.9035 0.9108 -0.4350 1.56 -0.03 1.20
C -0.4006 0.7122 -0.1884 -0.51 -0.54 -0.36
C 0.0638 -0.7587 -0.2535 -0.69 0.96 0.05
S 0.6482 -1.2853 -1.8615 2.52 -0.96 0.18
O 1.4514 -2.4367 -1.6213 -0.82 -0.23 0.16
O 1.3338 -0.1977 -2.4846 -1.24 0.61 -0.33
O -0.5758 -1.7611 -2.7925 -0.29 0.97 0.52
H -4.6634 -2.5404 -0.5461 -0.12 0.28 -0.27
H -3.0845 -2.2867 -1.2989 0.16 0.05 0.24
H -5.1671 -0.6530 -1.4710 -0.27 0.49 0.40
H -2.1178 1.9764 -0.3167 -0.30 -0.07 -0.49
H -2.4329 0.3629 0.3432 -0.30 -0.07 -0.37
H 0.1686 1.3221 -0.8935 0.02 -0.28 0.22
H -0.1799 1.0321 0.8353 -0.11 0.27 -0.15
H 0.9224 -0.8346 0.4168 0.24 -0.49 -0.48
H -0.6945 -1.4400 0.1337 0.06 -0.09 -0.17
H -1.0297 -2.4842 -2.3372 0.29 -0.30 -0.14
C 4.7371 -5.8279 0.8538 -0.01 -0.60 -0.20
C 3.4431 -5.0594 0.5078 1.12 0.82 -0.16
C 3.4974 -4.6609 -0.9858 -0.18 -0.57 -0.35
O 3.3737 -3.9345 1.2619 -0.65 -0.19 0.22
H 5.6215 -5.2085 0.6890 -0.11 0.16 0.01
H 4.7308 -6.1492 1.8977 -0.05 0.11 0.03
H 4.8392 -6.7290 0.2311 0.01 0.00 0.03
H 2.6122 -5.8009 0.5960 -0.19 0.19 0.23
H 4.3513 -4.0132 -1.1985 0.01 0.06 0.21
H 2.5869 -4.1336 -1.2597 0.21 -0.13 0.09
H 3.5859 -5.5480 -1.6319 0.00 0.00 0.03
C 1.5707 4.7590 2.2833 0.32 0.24 0.51
C 0.4814 3.9079 2.3023 -0.24 -0.19 -0.17
C 0.0168 3.4207 3.5135 0.09 0.07 0.09
C 0.6361 3.7949 4.7006 -0.02 0.00 -0.09
C 1.7259 4.6520 4.6793 0.07 0.05 0.14
C 2.1977 5.1322 3.4679 -0.05 0.03 -0.35
H 1.9268 5.1284 1.3256 -0.49 -0.40 -0.41
H -0.0003 3.6244 1.3741 0.00 0.05 0.33
H -0.8301 2.7481 3.5346 0.00 0.01 -0.01
H 0.2681 3.4161 5.6443 0.02 0.00 0.00
H 2.2069 4.9432 5.6029 0.01 -0.01 -0.01
H 3.0611 5.8014 3.4631 0.03 -0.02 0.21
C 0.0788 4.3720 -2.4702 -0.07 0.04 -0.27
Cl -1.5089 3.7372 -2.8847 0.05 0.01 0.00
Cl 0.6081 3.7975 -0.8709 0.23 0.39 -0.39
H 0.7977 4.0376 -3.2094 0.00 -0.13 0.07
H 0.0332 5.4546 -2.4509 -0.05 -0.02 0.11
Be -5.0977 -1.0658 -3.8143 -0.81 3.48 -2.77
Cl -7.1187 -0.8285 -3.3287 2.48 -0.73 0.10
Cl -4.4003 -0.4613 -5.7911 -0.80 -1.46 1.82
Li 3.2453 6.2355 1.4003 0.17 0.05 0.18
```
Forces are in eV/Å.

Calculated values
Orbital gap ... 1.321 eV


Formula: C15H25Br18ClN2O5P
Source: the OMol25 dataset
Level of theory: ωB97M-V/def2-TZVPD

```
67
Properties=species:S:1:pos:R:3:forces:R:3
C 4.3065 -0.7871 1.9037 0.07 0.25 0.27
C 3.2991 -0.2794 2.9327 0.16 -0.18 -0.11
C 2.0063 -1.0898 2.9231 0.13 0.05 -0.17
Cl 1.5066 -1.4457 4.6047 -0.07 0.11 0.32
C 0.8173 -0.5124 2.1565 -0.25 0.08 0.30
N -0.3784 -1.2702 2.4719 -0.20 0.41 -0.45
C -1.5171 -0.9359 1.6170 0.32 -0.10 0.11
C -1.5542 -1.7575 0.3320 -0.42 0.15 -0.35
C -0.5982 -1.3680 -0.7592 0.90 -0.70 -0.45
O 0.5042 -1.8350 -0.9121 -0.58 0.80 0.40
O -1.1263 -0.4713 -1.6567 -0.06 0.42 0.85
C -1.6367 0.5802 1.3762 -0.43 -0.35 0.15
N -0.8827 1.3143 2.4401 0.05 -0.16 0.31
C 0.5933 0.9938 2.4634 0.37 0.05 -0.22
P 1.3085 2.1340 1.2493 -0.56 0.57 -1.12
O 0.2322 2.6630 0.3998 -0.09 -0.14 0.03
O 2.0618 3.2603 2.0633 0.42 -0.10 0.09
O 2.4223 1.3794 0.4316 0.12 -0.32 0.16
H 4.8798 -1.6025 2.3254 0.00 -0.36 -0.04
H 3.8404 -1.1134 0.9827 -0.08 -0.01 -0.25
H 5.0285 -0.0080 1.6881 0.15 0.16 -0.21
H 3.1359 0.7838 2.7982 -0.21 0.22 0.03
H 3.7372 -0.3752 3.9159 0.12 0.03 0.24
H 2.2146 -2.0423 2.4545 -0.09 -0.37 0.13
H 1.0167 -0.6346 1.0986 0.16 -0.13 -0.23
H -0.6455 -1.0822 3.4285 0.20 -0.44 0.29
H -2.3920 -1.2334 2.1837 -0.18 -0.21 0.09
H -2.5560 -1.6769 -0.0820 -0.15 0.03 -0.09
H -1.3890 -2.7983 0.5668 0.14 -0.24 0.21
H -0.4968 0.2575 -1.7850 0.23 -0.24 -0.48
H -2.6758 0.8713 1.4605 -0.19 0.24 0.00
H -1.2891 0.9242 0.4207 0.34 0.19 -0.27
H -1.0145 2.3272 2.3269 0.03 0.06 -0.18
H -1.2677 1.0790 3.3529 -0.09 -0.04 0.09
H 1.0016 1.2198 3.4431 -0.22 0.12 0.33
H 2.1181 4.0162 1.4582 0.03 0.45 0.33
H 3.2619 1.8518 0.4448 0.28 -0.19 -0.10
C 3.1700 2.0921 -4.5326 -0.02 0.06 -0.04
Br 3.5405 1.5804 -6.3372 -0.02 0.00 -0.04
Br 2.6278 3.9381 -4.4069 0.01 0.04 0.01
Br 1.8670 0.9339 -3.7204 0.02 -0.13 0.04
H 4.0854 1.9936 -3.9704 0.04 -0.01 0.04
C -3.3874 -1.3767 -3.5535 -0.04 0.12 -0.14
Br -3.4393 -1.7364 -5.4345 -0.03 0.00 -0.01
Br -4.7646 -0.1466 -3.0145 -0.07 -0.08 0.06
Br -3.4131 -2.9949 -2.5138 -0.04 -0.03 -0.06
H -2.4467 -0.8943 -3.3442 0.02 -0.01 -0.01
C -1.3025 3.6949 -4.1352 0.13 0.06 -0.06
Br -1.3913 3.4117 -6.0249 0.01 -0.02 -0.05
Br -2.4266 5.1450 -3.5694 -0.01 -0.01 0.04
Br -1.7083 2.0770 -3.1733 -0.24 0.08 0.06
H -0.2826 3.9566 -3.8931 0.04 -0.01 0.02
C -2.1375 5.3105 2.9895 -0.11 0.09 -0.03
Br -2.1587 7.2062 3.2092 0.03 0.01 -0.02
Br -2.4091 4.7719 1.1679 -0.02 -0.08 -0.05
Br -0.4942 4.5465 3.6768 0.00 -0.01 0.13
H -2.9460 4.8999 3.5749 -0.01 -0.02 0.06
C -1.8294 -5.9113 1.7230 0.07 -0.02 0.04
Br -1.6491 -4.6361 3.1568 0.00 0.02 0.01
Br -3.0677 -5.2968 0.3898 -0.04 -0.02 -0.03
Br -0.1170 -6.3598 0.9752 -0.04 0.04 0.00
H -2.2405 -6.8128 2.1505 -0.03 -0.04 0.02
C 0.0504 -4.0275 -3.9802 -0.04 0.04 0.02
Br -1.1072 -4.9606 -5.1929 0.02 -0.06 -0.02
Br -0.0809 -4.7315 -2.1946 0.04 -0.20 -0.04
Br 1.8692 -4.0093 -4.5966 0.03 0.02 -0.01
H -0.2831 -3.0006 -3.9452 -0.03 0.06 0.01
```
Forces are in eV/Å.

Calculated values
Net charge ... +1
Orbital gap ... 8.723 eV